The following is a DFT calculation (wB97M-V/def2-TZVPD) of an isolated ion of composition C6H7Br2N2 and charge +1 at a distorted geometry.

```
17
Properties=species:S:1:pos:R:3:forces:R:3
C -0.915 -1.630 -0.003 -1.7 -1.0 1.2
N 0.356 -0.837 -0.112 -3.8 -2.3 -1.0
C 1.595 -1.069 0.167 2.1 -0.5 0.0
C 2.347 0.148 -0.079 2.5 -2.4 0.8
C 3.782 0.158 -0.056 -1.9 -0.2 1.0
Br 4.704 -1.092 1.191 -0.9 1.6 -1.9
Br 4.649 1.527 -1.006 -0.2 -1.1 0.9
C 1.365 1.048 -0.466 1.1 3.4 -1.3
C 0.174 0.437 -0.529 0.6 3.4 0.4
N -1.022 1.071 -0.693 2.3 1.0 -0.3
H -1.198 -2.615 -0.530 1.9 1.3 0.7
H -1.135 -1.669 1.085 0.4 -0.7 -0.6
H -1.813 -1.047 -0.300 1.1 -0.2 -0.2
H 1.988 -2.056 0.264 0.1 -0.5 0.4
H 1.560 2.126 -0.595 -0.3 -0.8 -0.2
H -1.016 2.031 -0.328 -0.7 -0.9 -0.4
H -1.723 0.423 -0.599 -2.7 -0.1 0.3
```
Positions in Å, forces in eV/Å.

Lowest unoccupied orbital energy (spin up / spin down), eV: -5.76 / -5.76
M, g/mol: 266.94
DFT total energy, a.u.: -5490.026377
Charge: +1
Gap between HOMO and LUMO (spin up / spin down), eV: 6.48 / 6.49
Multiplicity: 1
SMILES string: C[N+]1=CC(=C(Br)Br)C=C1N

Atom charges from the Löwdin analysis, given in e for atoms 1 to 2:
1 C 0.045
2 N -0.017

The following is a DFT calculation (wB97M-V/def2-TZVPD) of one molecule with the formula C6H7BrF2 at a distorted geometry.

```
16
Properties=species:S:1:pos:R:3:forces:R:3
C -1.999 -0.355 1.056 0.3 -2.3 -0.8
C -1.973 0.950 1.117 4.1 0.3 -3.6
C -0.850 -1.262 0.507 0.9 2.8 -1.9
C 0.476 -0.453 0.787 -1.9 -3.0 0.2
C 0.575 0.538 -0.299 1.7 2.2 0.3
C -0.424 1.639 -0.247 -2.9 -0.7 5.0
F -2.985 -1.125 1.584 -0.4 0.2 0.4
F -2.705 1.866 1.632 -1.1 0.7 0.6
Br 0.071 3.306 0.628 0.1 -0.5 -0.4
H -0.805 -2.209 0.955 -0.5 -1.1 1.1
H -0.721 -1.490 -0.645 -1.3 0.5 2.0
H 0.459 -0.188 1.814 -0.3 1.5 0.7
H 1.200 -1.235 0.883 1.3 -0.2 -1.1
H 1.503 1.104 -0.194 0.4 -0.3 -0.3
H 0.564 0.080 -1.269 0.0 -0.4 -0.5
H -1.103 1.863 -0.998 -0.7 0.3 -1.6
```
Positions in Å, forces in eV/Å.

Lowest unoccupied orbital energy, eV: 0.83
M, g/mol: 197.02
DFT total energy, a.u.: -3006.419420
Charge: 0
Gap between HOMO and LUMO, eV: 10.08
Multiplicity: 1

Atom charges from the Löwdin analysis, given in e for atoms 1 to 2:
1 C -0.249
2 C -0.144

The following is a DFT calculation (wB97M-V/def2-TZVPD) of one molecule with the formula C6H7BrFN at a distorted geometry.

```
16
Properties=species:S:1:pos:R:3:forces:R:3
C -0.332 -1.378 -0.013 2.3 -0.8 1.3
C 0.962 -1.445 0.425 -0.2 -3.9 -0.3
C 2.191 0.587 1.057 -0.6 -0.8 -0.7
C -0.957 -0.050 -0.096 -1.7 1.6 -2.1
C -0.583 0.993 0.937 -1.5 1.1 -0.3
C -0.669 0.573 -1.561 -1.9 -1.0 2.4
N 1.939 -0.509 0.551 0.4 1.7 0.3
F -1.116 2.269 0.627 1.1 -1.6 -0.2
Br -1.225 0.641 2.648 0.2 -0.4 0.9
H -0.800 -2.373 -0.275 0.2 1.7 0.4
H 1.401 -2.518 0.554 -0.8 2.0 -0.3
H 3.047 1.239 0.778 -0.4 -0.4 0.2
H -2.099 -0.203 0.006 1.5 0.5 -0.2
H -0.610 1.614 -1.570 -1.1 1.9 0.2
H -1.430 0.160 -2.183 -0.3 0.0 -0.9
H 0.282 0.399 -1.886 2.6 -1.6 -0.9
```
Positions in Å, forces in eV/Å.

Lowest unoccupied orbital energy (spin up / spin down), eV: -0.44 / -0.55
M, g/mol: 192.03
DFT total energy, a.u.: -2961.250645
Charge: 0
Gap between HOMO and LUMO (spin up / spin down), eV: 8.17 / 7.12
Multiplicity: 1

Atom charges from the Löwdin analysis, given in e for atoms 1 to 2:
1 C -0.098
2 C -0.196

The following is a DFT calculation (wB97M-V/def2-TZVPD) of C6H7BrO as an isolated structure at a distorted geometry.

```
15
Properties=species:S:1:pos:R:3:forces:R:3
C 0.527 1.310 -0.603 1.4 1.2 -0.8
C 0.567 1.204 0.689 -0.3 1.5 2.8
C -0.878 -0.520 -0.901 0.4 1.0 0.6
C -0.972 -0.725 0.620 2.2 -1.0 1.2
C 0.598 -0.065 -1.089 0.4 -1.5 -0.8
C 0.636 -0.256 0.937 -2.3 -0.4 2.3
O 1.389 -0.814 -0.056 -1.4 1.0 -1.6
Br 1.261 -0.633 2.712 0.0 -0.4 0.1
H 0.488 2.208 -1.170 -0.3 0.4 -0.6
H 0.398 1.969 1.497 0.3 -1.0 -1.1
H -0.901 -1.507 -1.214 -0.7 -1.6 -1.6
H -1.480 0.208 -1.486 -0.2 -0.8 0.7
H -1.624 -0.200 1.359 0.3 -0.3 -1.1
H -1.001 -1.868 0.764 -0.1 1.9 0.3
H 0.992 -0.312 -2.060 0.2 0.2 -0.2
```
Positions in Å, forces in eV/Å.

Lowest unoccupied orbital energy, eV: 0.92
M, g/mol: 175.03
DFT total energy, a.u.: -2881.998461
Charge: 0
Gap between HOMO and LUMO, eV: 10.67
Multiplicity: 1

Atom charges from the Löwdin analysis, given in e for atoms 1 to 2:
1 C -0.056
2 C -0.114

The following is a DFT calculation (wB97M-V/def2-TZVPD) of one molecule with the formula C6H7BrO3S at a distorted geometry.

```
18
Properties=species:S:1:pos:R:3:forces:R:3
C 2.305 1.377 -0.469 3.1 -1.0 -0.3
C 1.198 0.408 -0.280 -0.6 0.0 0.1
C -0.057 0.799 -0.047 -0.6 -2.4 0.0
C -1.297 -0.005 0.117 1.1 0.8 0.1
C -2.574 0.581 -0.375 -2.1 -1.9 3.2
C -1.235 -1.222 0.551 3.9 -2.5 1.0
Br -2.362 -2.619 0.805 -0.7 -0.4 0.1
S 0.872 -2.014 0.755 -3.4 3.6 -1.9
O 1.573 -1.744 1.951 0.3 -0.2 0.9
O 0.818 -3.261 0.099 0.5 -0.9 -0.2
O 1.537 -0.912 -0.372 0.0 -1.1 0.3
H 3.038 1.304 0.374 -0.8 0.0 -0.2
H 1.966 2.394 -0.478 -0.2 0.4 -0.4
H 3.070 1.141 -1.330 -2.1 0.4 1.1
H -0.284 1.779 0.085 -0.1 3.0 0.0
H -3.431 -0.240 -0.137 1.8 2.3 -1.1
H -2.305 0.696 -1.363 -0.6 0.5 -2.6
H -2.832 1.538 0.116 0.2 -0.5 -0.3
```
Positions in Å, forces in eV/Å.

Lowest unoccupied orbital energy, eV: -0.02
M, g/mol: 239.09
DFT total energy, a.u.: -3430.621823
Charge: 0
Gap between HOMO and LUMO, eV: 9.02
Multiplicity: 1
SMILES string: CC1=CC(C)=C(Br)S(=O)(=O)O1

Atom charges from the Löwdin analysis, given in e for atoms 1 to 2:
1 C -0.024
2 C -0.377

The following is a DFT calculation (wB97M-V/def2-TZVPD) of C6H7CaF6N4O4S6Sb as an isolated structure at a distorted geometry.

```
35
Properties=species:S:1:pos:R:3:forces:R:3
Ca 0.253 0.271 0.098 -5.0 -4.9 1.4
F 5.388 1.136 -1.289 -0.5 0.1 -0.1
C 4.585 0.849 -0.266 0.5 0.0 0.3
F 4.826 -0.420 0.092 -0.4 0.1 -0.2
F 4.935 1.618 0.763 -0.3 0.2 -0.1
S 2.750 1.023 -0.630 4.4 0.7 -1.2
O 2.484 0.166 -1.730 -0.4 -0.4 -0.4
O 2.191 0.636 0.633 1.8 0.1 1.9
N 2.637 2.558 -0.907 0.0 0.0 -0.3
S 1.146 3.032 -0.755 0.6 2.6 0.5
O 0.235 1.963 -1.031 -0.9 1.4 -1.6
O 0.898 4.291 -1.360 0.2 0.0 -0.1
C 1.013 3.359 1.108 0.1 0.5 0.9
F 2.184 3.127 1.709 -0.1 0.1 -0.2
F 0.705 4.636 1.330 0.0 0.0 -0.4
F 0.087 2.614 1.708 0.0 -0.3 -0.5
S -3.162 0.075 4.070 -0.3 -0.2 0.2
Sb -2.357 -1.175 2.316 1.4 1.3 -0.9
S -2.390 0.224 0.328 -0.9 -0.4 0.4
S 0.060 -1.027 2.477 -0.6 -0.3 0.9
C -2.363 -5.517 0.834 -0.1 0.2 -0.2
C -1.969 -4.813 -0.463 -0.1 -0.2 0.0
C -0.778 -3.952 -0.247 0.4 -0.1 0.3
N -0.560 -2.833 -0.822 -1.1 -0.4 -0.6
N 0.571 -2.222 -0.460 1.2 0.7 0.2
C 1.246 -2.882 0.434 -0.4 -1.0 -0.2
N 2.447 -2.510 0.919 0.6 0.2 0.0
S 0.509 -4.397 0.884 -0.1 0.6 -0.5
H -3.226 -6.162 0.685 0.0 -0.1 0.0
H -2.606 -4.772 1.590 0.0 0.0 0.1
H -1.531 -6.119 1.199 -0.1 -0.1 0.1
H -2.778 -4.173 -0.829 0.1 -0.1 0.0
H -1.741 -5.550 -1.242 -0.1 0.0 0.0
H 2.600 -1.510 0.856 0.1 -0.2 0.2
H 2.676 -2.896 1.822 -0.1 0.2 0.0
```
Positions in Å, forces in eV/Å.

Lowest unoccupied orbital energy (spin up / spin down), eV: 2.31 / 1.10
M, g/mol: 667.37
DFT total energy, a.u.: -4659.175709
<S²>: 0.765
Charge: -1
Gap between HOMO and LUMO (spin up / spin down), eV: 6.73 / 5.53
Multiplicity: 2

Atom charges from the Löwdin analysis, given in e for atoms 1 to 2:
1 Ca 0.870
2 F 0.150

The following is a DFT calculation (wB97M-V/def2-TZVPD) of a 5-piece molecular cluster, C6H7Cl12N overall at a distorted geometry.

```
26
Properties=species:S:1:pos:R:3:forces:R:3
Cl -0.121 -1.264 0.138 0.6 0.7 0.3
C 1.474 -0.364 0.143 -1.3 -0.3 -0.8
Cl 1.946 -0.276 -1.569 0.4 0.1 0.3
Cl 2.578 -1.213 1.157 0.6 -0.2 0.2
H 1.361 0.659 0.501 -0.3 -0.3 0.0
Cl -4.178 -1.014 -2.842 0.9 -0.3 -0.8
C -2.798 -1.370 -3.961 -0.2 0.6 -0.5
Cl -1.831 0.143 -4.244 -0.7 -1.0 0.1
Cl -3.401 -2.091 -5.528 0.5 0.6 1.2
H -2.114 -2.088 -3.511 -0.4 0.1 0.0
Cl 6.546 -3.595 -4.486 -0.8 -0.2 0.3
C 4.831 -3.480 -3.934 0.1 0.4 -0.3
Cl 4.479 -4.311 -2.432 0.4 -0.1 0.2
Cl 3.686 -4.067 -5.166 0.5 0.3 0.1
H 4.670 -2.417 -3.755 -0.1 -0.3 -0.2
Cl -0.733 3.060 7.162 0.7 0.1 -0.6
C 0.748 3.219 6.170 0.2 0.4 -0.4
Cl 1.105 4.910 5.701 -0.3 -0.3 0.6
Cl 0.696 2.308 4.650 -0.3 -0.3 0.3
H 1.606 2.848 6.731 -0.4 0.1 0.0
C -3.808 1.503 1.711 -0.3 0.5 0.2
C -2.671 2.148 1.070 1.4 -0.2 0.0
N -1.741 2.645 0.600 -0.8 -0.3 0.3
H -3.873 1.795 2.759 0.0 0.5 -0.1
H -3.799 0.415 1.779 0.3 0.1 -0.7
H -4.657 1.898 1.155 -0.4 -0.4 0.3
```
Positions in Å, forces in eV/Å.

Lowest unoccupied orbital energy, eV: 0.28
M, g/mol: 518.57
DFT total energy, a.u.: -5809.828485
Charge: 0
Gap between HOMO and LUMO, eV: 11.37
Multiplicity: 1
SMILES string: ClC(Cl)Cl.ClC(Cl)Cl.ClC(Cl)Cl.ClC(Cl)Cl.CC#N

Atom charges from the Löwdin analysis, given in e for atoms 1 to 2:
1 Cl 0.436
2 C -1.516

Calculated values (eV) of energy above the lowest of the compared OMol25 structures with the same formula, charge and spin for the records, taken in order: 0.111, 1.513, 4.021, 2.268, 1.811, 2.698, 0.627.